1.
Molecular formula: C42H36BF4O26
Method: DFT, the ωB97M-V functional and the def2-TZVPD basis

The geometry in ORCA input format:
```
! RIJCOSX wB97M-V def2-TZVPD def2/J DEFGRID3
* xyz -1 1
B -0.194 0.436 -0.684
F -1.512 0.271 -1.230
F -0.150 -0.402 0.334
F 0.698 0.285 -1.779
F -0.276 1.776 -0.339
C 2.026 3.248 -7.308
C 3.155 4.232 -7.433
C 3.864 4.849 -6.308
O 4.799 5.590 -6.466
C 3.427 4.356 -4.939
C 2.441 3.133 -4.717
C 1.709 2.667 -5.972
O 0.870 1.793 -5.851
O 2.071 2.606 -3.525
O 3.379 4.909 -8.624
H 1.570 2.878 -8.161
H 3.736 4.832 -4.076
H 1.616 1.832 -3.557
H 4.163 5.325 -8.417
C 1.045 -5.265 0.878
C 0.840 -3.827 1.325
C 0.018 -3.529 2.461
O -0.198 -2.449 2.828
C -0.699 -4.645 3.110
C -0.482 -6.094 2.681
C 0.380 -6.427 1.480
O 0.472 -7.504 1.005
O -1.147 -7.120 3.320
O 1.348 -2.754 0.634
H 1.792 -5.459 -0.037
H -1.127 -4.300 4.193
H -1.870 -6.781 3.998
H 0.807 -1.973 0.753
C -3.174 2.747 3.956
C -1.938 1.901 3.538
C -0.935 1.559 4.427
O 0.008 0.910 3.965
C -1.006 2.144 5.810
C -2.230 2.898 6.222
C -3.330 3.292 5.251
O -4.279 4.029 5.566
O -2.530 2.978 7.574
O -1.954 1.357 2.227
H -3.795 3.049 3.273
H -0.116 1.773 6.363
H -1.824 2.475 8.054
H -1.194 0.796 2.243
C 1.967 -4.036 -2.554
C 1.866 -2.605 -2.872
C 3.035 -1.757 -2.972
O 2.944 -0.607 -3.441
C 4.307 -2.360 -2.495
C 4.258 -3.865 -2.006
C 3.146 -4.748 -2.186
O 3.276 -5.938 -2.045
O 5.327 -4.325 -1.348
O 0.610 -2.061 -3.064
H 1.023 -4.716 -2.700
H 5.197 -1.826 -2.415
H 6.162 -3.842 -1.320
H 0.742 -1.180 -2.826
C -3.901 -5.525 0.239
C -3.082 -5.939 -0.921
C -2.172 -5.008 -1.553
O -1.466 -5.344 -2.530
C -1.946 -3.709 -0.911
C -2.831 -3.199 0.219
C -3.752 -4.181 0.804
O -4.230 -4.058 1.950
O -2.809 -1.936 0.781
O -3.225 -7.221 -1.464
H -4.629 -6.124 0.841
H -1.300 -2.909 -1.477
H -2.190 -1.393 0.319
H -2.370 -7.185 -1.974
C 0.794 5.165 4.302
C 0.346 4.569 3.011
C -0.744 5.205 2.310
O -1.140 4.795 1.137
C -1.277 6.480 2.798
C -0.720 6.977 4.135
C 0.375 6.446 4.851
O 0.867 6.701 5.895
O -1.444 8.031 4.772
O 0.913 3.423 2.448
H 1.713 4.631 4.803
H -2.070 7.125 2.367
H -1.997 8.259 4.108
H 0.264 3.382 1.848
C -4.431 -0.983 -2.740
C -5.555 -0.211 -1.977
O -6.334 0.540 -2.564
C -5.668 -0.425 -0.491
H -4.740 -2.044 -2.617
H -3.472 -0.878 -1.972
H -4.212 -0.605 -3.646
H -4.777 0.006 -0.281
H -5.505 -1.325 -0.287
H -6.682 -0.044 -0.279
C 4.896 2.077 -0.684
C 4.486 1.324 0.521
O 5.150 1.273 1.485
C 3.130 0.664 0.481
H 5.676 2.704 -0.667
H 4.347 2.936 -1.014
H 5.165 1.415 -1.498
H 2.294 1.397 0.634
H 3.132 -0.054 1.089
H 3.016 0.240 -0.407
*
```

Values from the calculation:
Relative energy (zero: lowest compared OMol25 entry of this formula, charge and spin) ... 50.7 kcal per mole

---

2.
Molecular formula: C5H14
Method: DFT, the ωB97M-V functional and the def2-TZVPD basis

The geometry in ORCA input format:
```
! RIJCOSX wB97M-V def2-TZVPD def2/J DEFGRID3
* xyz 0 1
C -0.056 2.223 1.344
C 1.039 1.409 2.051
C 1.071 -0.062 1.625
H 0.214 2.519 0.329
H -0.294 3.101 1.946
H -0.966 1.612 1.304
H 2.014 1.884 1.947
H 0.848 1.489 3.127
H 0.213 -0.543 2.089
H 1.006 -0.167 0.546
H 1.977 -0.533 1.995
C -1.450 -1.984 -1.932
C -0.326 -1.210 -2.618
H -2.042 -2.567 -2.644
H -1.029 -2.665 -1.195
H -2.164 -1.333 -1.440
H 0.420 -0.842 -1.914
H 0.197 -1.905 -3.279
H -0.671 -0.426 -3.280
*
```

Values from the calculation:
SMILES string ... CCC.CC
Relative energy (zero: lowest compared OMol25 entry of this formula, charge and spin) ... 3.2 kcal per mole

---

3.
Molecular formula: C3H12NO2
Method: DFT, the ωB97M-V functional and the def2-TZVPD basis

The geometry in ORCA input format:
```
! RIJCOSX wB97M-V def2-TZVPD def2/J DEFGRID3
* xyz 1 1
C 0.075 -0.248 0.467
C 1.167 -0.912 -0.352
C 2.351 -0.650 0.525
O 1.086 -0.367 -1.720
N -1.216 -0.319 -0.217
H 0.322 0.932 0.358
H -0.079 -0.455 1.514
H 0.998 -1.972 -0.482
H 2.408 0.557 0.767
H 2.186 -1.119 1.535
H 3.220 -0.975 0.023
H 1.646 -0.632 -2.598
H -0.942 -0.367 -1.230
H -1.728 -1.109 0.252
H -1.683 0.551 -0.132
H -3.400 2.373 1.241
H -3.390 2.657 -0.348
O -3.021 2.055 0.398
*
```

Values from the calculation:
Relative energy (zero: lowest compared OMol25 entry of this formula, charge and spin) ... 44.9 kcal per mole

---

4.
Molecular formula: C2HFNaO
Method: DFT, the ωB97M-V functional and the def2-TZVPD basis

The geometry in ORCA input format:
```
! RIJCOSX wB97M-V def2-TZVPD def2/J DEFGRID3
* xyz 1 1
H 0.885 1.040 1.319
O -1.121 -0.262 0.368
C -0.136 0.178 -0.130
C 0.950 0.847 0.184
Na -2.877 -1.707 0.554
F 2.137 0.588 -0.375
*
```

Values from the calculation:
E_tot ... -11262.7417 eV